(1)
{
  "formula": "C32H58B2BeCaClF7NO19PS3",
  "method": "ωB97M-V/def2-TZVPD",
  "e_homo_ev": -6.176,
  "gap_ev": 1.265,
  "largest_force_ev_per_a": 5.46,
  "symbols": ["Ca", "Cl", "S", "S", "S", "P", "F", "F", "F", "F", "F", "F", "F", "O", "O", "O", "O", "O", "O", "O", "O", "O", "O", "O", "O", "O", "O", "O", "O", "O", "O", "O", "N", "C", "C", "C", "C", "C", "C", "C", "C", "C", "C", "C", "C", "C", "C", "C", "C", "C", "C", "C", "C", "C", "C", "C", "C", "C", "C", "C", "C", "C", "C", "C", "C", "B", "B", "Be", "H", "H", "H", "H", "H", "H", "H", "H", "H", "H", "H", "H", "H", "H", "H", "H", "H", "H", "H", "H", "H", "H", "H", "H", "H", "H", "H", "H", "H", "H", "H", "H", "H", "H", "H", "H", "H", "H", "H", "H", "H", "H", "H", "H", "H", "H", "H", "H", "H", "H", "H", "H", "H", "H", "H", "H", "H", "H"],
  "xyz": [[-1.062, -0.193, 4.577], [1.688, -4.390, -4.688], [3.905, 2.386, -3.781], [1.468, -0.970, 2.406], [-7.989, -3.575, 3.675], [1.027, 2.656, 1.899], [-9.591, -1.435, 3.862], [-3.748, -4.001, -0.556], [-3.556, -6.054, 0.508], [-5.477, -4.805, 0.761], [-5.018, -5.804, -1.260], [-7.678, -1.155, 4.817], [-7.834, -1.092, 2.665], [0.734, 1.634, -6.034], [-2.933, -3.354, 3.824], [5.957, -1.447, -0.345], [-2.786, 6.090, -6.886], [-8.524, -4.100, 4.915], [7.462, 0.088, 0.805], [0.552, -0.805, 3.599], [1.345, -3.825, 6.835], [-8.701, -4.016, 2.505], [0.764, -0.850, 1.187], [2.965, 3.228, -4.539], [1.840, 3.336, 2.949], [-1.232, 7.429, -6.972], [-3.724, 4.731, -3.490], [7.882, -2.279, 0.764], [-6.549, -3.727, 3.562], [-3.127, 8.112, -6.078], [3.938, 1.145, -4.508], [-5.421, -0.271, 0.960], [5.012, -0.446, -0.225], [3.743, 1.353, -1.057], [-3.942, -4.121, 4.502], [-2.162, 2.398, -2.313], [-4.613, 0.747, -1.141], [3.466, -2.992, -2.664], [-3.323, -5.298, 5.228], [2.394, 3.178, -1.835], [-8.286, -1.741, 3.754], [-4.534, 0.660, 0.411], [-3.420, 0.162, -1.931], [1.733, 3.311, -0.644], [3.360, 2.244, -2.100], [-0.770, 3.042, -2.186], [4.368, -0.438, 0.921], [5.470, 3.298, -3.957], [3.593, -3.871, 7.606], [-0.667, 3.741, -0.834], [2.484, -3.463, 6.673], [3.398, 0.468, 1.211], [-2.424, 7.262, -6.614], [2.849, -2.568, 5.507], [0.706, 4.429, -0.572], [2.031, 2.402, 0.420], [3.731, -1.515, -3.115], [-3.880, 6.146, -3.398], [-4.725, -1.469, 1.343], [4.765, 0.404, -1.251], [3.035, 1.440, 0.198], [-2.118, 0.961, -1.795], [5.246, -1.197, -3.159], [2.833, 0.265, 2.567], [5.637, 0.137, -2.421], [7.118, -1.193, 0.403], [-4.457, -5.169, -0.135], [-0.677, -4.897, -4.905], [-0.101, 3.462, 1.675], [4.039, -2.987, 8.066], [-4.851, 1.776, -1.441], [-3.525, 6.472, -2.422], [-1.870, 0.941, -0.718], [2.813, -3.008, -1.784], [-0.033, 2.238, -2.302], [0.537, 1.457, 2.480], [0.378, 2.132, -6.776], [-0.738, 2.915, -0.109], [-3.657, -1.478, 1.085], [2.100, 3.888, -2.603], [5.792, 0.924, -3.147], [-4.086, -5.876, 5.749], [-4.043, 4.464, -4.357], [3.187, -4.507, 8.390], [-4.934, 6.411, -3.506], [5.269, 4.289, -4.362], [-4.438, -3.455, 5.205], [3.257, -1.624, 5.874], [1.942, -2.371, 4.933], [-2.806, -5.956, 4.526], [8.102, 0.424, 0.160], [1.557, 2.089, -5.807], [3.569, -0.272, 3.188], [2.578, 1.155, 3.166], [-2.496, 2.378, -3.357], [4.616, -1.198, 1.654], [5.597, -1.100, -4.194], [6.205, 2.716, -4.515], [-3.502, 0.522, 0.782], [5.855, -2.005, -2.740], [4.355, -4.429, 7.060], [0.713, 4.971, 0.379], [-3.747, 0.061, -2.975], [-2.914, 2.978, -1.768], [-2.501, -3.941, 3.193], [8.659, -2.258, 0.185], [-3.296, 6.634, -4.175], [-5.487, 0.145, -1.422], [3.124, -0.799, -2.557], [-4.676, -4.457, 3.768], [2.884, -3.508, -3.468], [4.391, -3.565, -2.540], [3.578, -3.064, 4.863], [-2.580, -4.956, 5.957], [-0.632, 3.728, -3.034], [3.367, -1.478, -4.147], [-1.507, 4.432, -0.701], [-4.867, 1.654, 0.772], [-3.238, -0.854, -1.550], [6.663, -0.022, -2.046], [2.004, -2.222, 2.580], [5.845, 3.444, -2.932], [-1.356, 0.361, -2.315], [-5.192, -2.304, 0.806], [-4.866, -1.695, 2.409], [0.913, 5.124, -1.393]],
  "lowdin_charge": [1.654, -0.126, 0.702, 0.787, 0.442, 0.761, 0.104, 0.035, 0.055, 0.097, 0.076, 0.074, 0.101, -0.064, -0.133, 0.175, 0.243, -0.339, 0.195, -0.715, 0.089, -0.306, -0.260, -0.332, -0.424, 0.251, -0.133, 0.209, -0.348, 0.192, -0.283, -0.171, 0.010, -0.033, -0.308, -0.209, -0.153, -0.148, -0.081, -0.033, -0.640, -0.270, -0.195, -0.197, -0.171, -0.193, 0.013, -0.105, -0.013, -0.195, -0.500, -0.174, -0.931, -0.036, -0.137, -0.154, -0.219, -0.131, -0.073, -0.082, -0.047, -0.220, -0.149, -0.195, -0.100, -0.745, -1.232, 0.477, 0.046, 0.089, 0.100, 0.077, 0.092, 0.064, 0.107, -0.032, 0.033, 0.068, 0.070, 0.126, 0.073, 0.083, 0.081, 0.090, 0.086, 0.074, 0.109, 0.090, 0.033, 0.075, 0.128, -0.011, 0.113, 0.089, 0.116, 0.166, 0.120, 0.074, 0.085, 0.096, 0.092, 0.107, 0.114, 0.097, 0.081, 0.129, 0.047, 0.123, 0.095, 0.092, -0.153, 0.069, 0.090, 0.059, 0.125, 0.102, 0.128, 0.113, 0.114, 0.123, 0.122, 0.067, 0.114, 0.095, 0.075, 0.127]
}

***

(2)
{
  "formula": "C32H58N3O13S2",
  "method": "ωB97M-V/def2-TZVPD",
  "charge": 1,
  "e_homo_ev": -10.810,
  "gap_ev": 7.232,
  "largest_force_ev_per_a": 3.44,
  "symbols": ["S", "S", "O", "O", "O", "O", "O", "O", "O", "O", "O", "O", "O", "O", "O", "N", "N", "N", "C", "C", "C", "C", "C", "C", "C", "C", "C", "C", "C", "C", "C", "C", "C", "C", "C", "C", "C", "C", "C", "C", "C", "C", "C", "C", "C", "C", "C", "C", "C", "C", "H", "H", "H", "H", "H", "H", "H", "H", "H", "H", "H", "H", "H", "H", "H", "H", "H", "H", "H", "H", "H", "H", "H", "H", "H", "H", "H", "H", "H", "H", "H", "H", "H", "H", "H", "H", "H", "H", "H", "H", "H", "H", "H", "H", "H", "H", "H", "H", "H", "H", "H", "H", "H", "H", "H", "H", "H", "H"],
  "xyz": [[2.542, 0.444, 3.488], [-0.742, -5.785, -0.031], [-1.900, -0.309, 0.927], [2.725, 5.308, -4.308], [1.471, -5.244, 3.266], [2.464, -7.297, 3.054], [-0.900, 5.107, -2.148], [-7.037, -0.463, -3.134], [3.625, -5.441, 2.519], [3.172, 3.061, -4.266], [-5.078, 0.525, -3.795], [-5.187, -1.719, -3.622], [-1.489, 3.015, -2.871], [3.831, 4.356, -2.544], [-2.345, 4.891, -3.864], [-0.228, -4.745, 1.280], [-0.047, -2.688, 2.633], [-1.482, -2.733, 0.386], [-3.961, 1.204, 2.879], [-5.875, -0.545, -3.486], [2.432, -5.930, 2.974], [2.029, -1.229, 2.816], [5.140, 2.805, -1.222], [0.863, 0.512, 0.290], [5.650, -6.372, 1.570], [-2.729, 0.553, 0.076], [4.030, 2.285, -3.441], [3.198, 4.332, -3.756], [-2.403, 6.239, -3.423], [-2.579, -2.722, 3.454], [-2.546, 2.100, 0.675], [3.783, 1.134, 2.210], [-2.819, 2.220, 2.286], [0.433, -1.288, 2.321], [0.477, -1.054, 0.677], [-0.979, -2.742, 3.823], [-1.572, 4.226, -2.953], [3.659, -7.703, 2.402], [-4.003, -1.402, -4.339], [-3.579, 3.112, -0.119], [-0.601, -3.402, 1.417], [-1.099, -1.272, 0.163], [-1.083, 6.391, -2.728], [3.939, 3.003, -2.128], [4.550, -6.515, 2.605], [-3.758, 0.015, -3.914], [5.346, 0.771, 2.586], [-2.881, -2.363, -3.994], [-2.610, 7.187, -4.589], [-1.454, 2.106, 3.217], [-1.072, -1.103, -0.994], [5.491, 0.518, 3.728], [2.668, -1.433, 1.851], [-4.721, 0.806, 2.085], [-3.158, -2.713, 4.498], [-3.232, 3.324, 2.470], [3.420, -7.899, 1.351], [3.018, 2.751, -1.589], [0.930, 1.227, 1.215], [-2.276, -1.999, -3.157], [1.237, -1.749, 0.121], [3.682, 1.251, -3.384], [-3.479, 0.298, 3.484], [-2.210, -2.489, -4.849], [-2.915, -1.743, 2.898], [6.037, 2.531, -1.787], [-4.665, 2.731, 0.121], [6.581, -6.815, 1.938], [5.031, 2.305, -3.885], [5.835, -5.321, 1.329], [-2.495, -2.764, 0.623], [-1.659, 7.537, -5.004], [-3.186, 0.586, -4.649], [-0.467, 2.299, 2.613], [0.419, -5.164, 2.013], [-1.452, 2.468, 0.397], [0.031, 0.940, -0.431], [-3.162, 6.703, -5.401], [-1.096, 7.166, -1.958], [-0.176, -0.439, 2.886], [-2.947, -3.704, 2.904], [-3.168, 8.073, -4.267], [4.949, 1.999, -0.506], [-3.244, 6.318, -2.722], [-4.586, 1.815, 3.680], [-2.410, 0.614, -1.046], [4.981, -6.497, 3.614], [-1.423, 1.095, 3.837], [3.542, 0.657, 1.165], [-0.596, -7.154, 0.354], [-3.856, 0.248, 0.163], [-3.274, 0.102, -2.934], [5.397, -6.881, 0.634], [4.058, -8.615, 2.855], [5.686, -0.185, 1.964], [-0.762, -3.783, 4.365], [1.878, 0.552, -0.307], [-4.240, -1.471, -5.408], [-1.521, 2.980, 4.022], [-3.273, -3.345, -3.709], [3.609, 2.303, 2.204], [-3.395, 2.941, -1.274], [6.057, 1.664, 2.240], [-0.246, 6.575, -3.410], [2.270, -2.118, 3.575], [5.372, 3.719, -0.665], [-0.777, -1.883, 4.623], [-3.431, 4.232, 0.205]],
  "lowdin_charge": [0.763, 0.789, -0.160, 0.137, 0.097, 0.080, 0.055, 0.143, 0.099, 0.064, 0.066, 0.081, 0.100, 0.086, 0.087, -0.259, -0.083, 0.089, -0.097, -0.506, -0.467, -0.419, -0.008, -0.057, -0.007, -0.144, -0.112, -0.502, -0.344, -0.108, -0.275, -0.526, -0.334, -0.270, -0.179, -0.186, -0.517, -0.097, -0.341, -0.082, -0.177, -0.264, -0.104, -0.347, -0.336, -0.109, -0.187, -0.010, -0.010, -0.095, 0.159, 0.076, 0.087, 0.079, 0.105, 0.136, 0.144, 0.152, 0.067, 0.064, 0.153, 0.141, 0.066, 0.090, 0.060, 0.088, 0.094, 0.095, 0.142, 0.094, 0.137, 0.088, 0.150, 0.065, 0.067, 0.134, 0.086, 0.093, 0.147, 0.131, 0.091, 0.090, 0.064, 0.161, 0.095, 0.112, 0.168, 0.070, 0.050, -0.074, 0.133, 0.110, 0.088, 0.153, 0.080, 0.134, 0.077, 0.164, 0.093, 0.091, 0.092, 0.075, 0.085, 0.142, 0.103, 0.097, 0.152, 0.097]
}